Molecular formula: C5H7PS
Method: DFT, ωB97M-V/def2-TZVPD

Structure (XYZ):
```
14
Properties=species:S:1:pos:R:3:forces:R:3
C 0.09308 0.70112 0.03566 -0.3 -4.0 -0.2
C 0.33087 -0.44637 1.01109 0.0 1.0 0.3
C 0.86458 0.25136 -1.17257 -0.8 1.9 -0.1
C 1.04414 -1.38710 0.43523 1.7 -1.1 -0.3
C 1.42907 -0.92560 -0.89504 0.0 -1.1 -1.2
P -1.69708 0.86758 0.15167 -0.9 -1.2 -1.5
S -3.02496 -0.27051 -0.61694 -0.3 -0.6 -0.6
H 0.26271 1.62356 0.42728 1.5 2.9 1.2
H 0.01972 -0.46409 2.02658 -0.4 0.1 0.6
H 0.88181 0.96399 -2.02313 0.3 -1.2 0.3
H 1.48360 -2.30169 0.89067 -0.8 0.8 -0.3
H 1.97590 -1.57696 -1.58478 0.0 0.6 0.2
H -1.89879 2.16541 -0.17445 -0.1 1.4 -0.1
H -1.76464 0.79931 1.48872 0.0 0.6 1.7
```
Positions in Å, forces in eV/Å.

Summary:
Lowest unoccupied orbital energy in Ha: 0.0211
Energy in eV: -25420.792
SMILES: S=[PH2]C1C=CC=C1
Molecular weight in g mol⁻¹: 130.2
Relative energy (zero: lowest compared OMol25 entry of this formula, charge and spin) in eV: 1.152
Highest occupied orbital energy in eV: -8.7

Here are the Löwdin charges for atoms 1 to 6, given in e: -0.471 -0.155 -0.079 -0.087 -0.087 0.312



Molecular formula: C7H22O5
Method: DFT, ωB97M-V/def2-TZVPD

Structure (XYZ):
```
34
Properties=species:S:1:pos:R:3:forces:R:3
C 0.00052 -2.74910 1.39658 0.3 -1.9 -2.2
C -0.30547 -1.40184 0.71010 0.5 1.6 0.5
C 0.63724 -1.04481 -0.51512 -2.3 -2.0 2.7
C 0.16189 -1.43615 -1.77571 -0.2 0.2 -1.0
C -1.04240 -2.23055 -1.98505 -0.3 -1.9 0.8
C 2.96975 -1.72769 -0.30826 -0.9 0.9 0.2
C 2.00979 -0.77824 -0.25749 3.4 0.3 -0.9
H 0.34640 -3.45907 0.58352 -0.2 0.5 0.9
H -0.75510 -3.34667 1.91198 -0.9 0.8 -0.4
H 0.74722 -2.75785 2.14271 1.3 0.7 0.5
H -0.13092 -0.57665 1.44907 -0.6 -1.4 -0.7
H -1.34465 -1.32521 0.36386 0.4 0.0 0.3
H 0.79158 -1.18891 -2.62787 -0.1 0.0 0.0
H -1.75203 -2.29970 -1.16928 -0.1 0.7 0.2
H -0.78488 -3.33354 -1.94060 0.6 0.7 -0.2
H -1.60725 -2.21823 -2.89638 0.2 0.7 -0.8
H 3.99940 -1.42316 -0.18548 0.0 -0.1 0.0
H 2.76496 -2.76499 -0.45269 -0.1 -0.6 0.0
H 2.47744 0.22920 -0.22398 -1.2 -0.4 0.3
H -1.04056 3.84601 -1.99411 0.2 -0.1 -0.4
H -2.19581 2.91582 -2.44036 0.3 0.2 -0.1
O -1.97828 3.68122 -1.89848 -0.6 0.1 0.5
H 0.44882 0.82045 1.56322 0.1 2.0 -0.9
H -0.12342 2.02164 0.62326 -0.2 -0.1 1.3
O 0.54852 1.33627 0.70847 0.3 -0.5 0.4
H -0.07180 2.00574 -1.03107 -0.5 0.1 -0.6
H 1.00006 1.60791 -1.88894 0.3 0.1 -0.7
O 0.07872 1.87952 -1.97809 0.6 -0.4 0.5
H -0.18481 0.73628 3.85176 0.3 0.6 0.4
H 1.04694 1.75508 3.94684 -0.6 -0.5 0.0
O 0.75074 0.87531 3.65529 0.1 -0.2 -0.5
H -2.38002 1.18913 0.50981 -0.5 0.4 1.0
H -3.10802 1.05507 1.88931 -0.1 -0.1 -0.1
O -2.50798 1.61448 1.38835 0.6 -0.4 -0.9
```
Positions in Å, forces in eV/Å.

Summary:
Lowest unoccupied orbital energy (alpha / beta) in Ha: -0.1544 / -0.2820
Energy in eV: -17842.345
Molecular weight in g mol⁻¹: 186.2
Relative energy (zero: lowest compared OMol25 entry of this formula, charge and spin) in eV: 1.865
Spin multiplicity: 2
Charge: +1
Highest occupied orbital energy (alpha / beta) in eV: -13.6 / -13.6

Here are the Löwdin charges for atoms 1 to 6, given in e: -0.052 -0.153 -0.128 0.066 -0.023 0.100



Molecular formula: C5H8N4
Method: DFT, ωB97M-V/def2-TZVPD

Structure (XYZ):
```
17
Properties=species:S:1:pos:R:3:forces:R:3
C 0.41441 -0.08150 0.22816 -0.9 0.2 1.0
C -0.79947 0.22845 -0.46574 -1.5 1.4 -1.7
C -2.77268 0.57649 -1.33727 2.7 0.1 -0.1
C 0.25907 -0.77438 1.50661 1.1 -1.2 1.9
C 2.74707 0.10953 -0.14453 -2.4 -2.4 -0.9
N -1.88185 1.15500 -2.10109 -0.2 0.3 0.6
N 1.36595 0.44286 -0.36179 2.0 -0.3 -1.0
N -0.65695 0.97381 -1.51195 -1.1 0.5 -2.2
N -2.11932 -0.05303 -0.32424 -0.7 -1.3 2.9
H -3.78678 0.63802 -1.48365 -2.1 -0.2 -0.2
H -0.80610 -0.77757 1.81121 0.6 -0.9 -0.3
H 0.83234 -1.75582 1.54228 -1.2 0.8 0.0
H 0.69759 -0.19556 2.33373 0.3 0.1 -0.4
H 2.97087 0.33972 0.81822 1.4 0.8 3.1
H 2.75630 -1.03827 -0.21698 0.9 1.6 -0.4
H 3.26947 0.70898 -0.84135 1.2 -0.1 -0.7
H -2.48991 -0.49677 0.54840 0.1 0.6 -1.6
```
Positions in Å, forces in eV/Å.

Summary:
Lowest unoccupied orbital energy in Ha: 0.0174
Energy in eV: -11272.537
SMILES: C/N=C(\C)c1nnc[nH]1
Molecular weight in g mol⁻¹: 124.1
Relative energy (zero: lowest compared OMol25 entry of this formula, charge and spin) in eV: 2.015
Highest occupied orbital energy in eV: -8.6

Here are the Löwdin charges for atoms 1 to 6, given in e: -0.373 -0.331 -0.183 -0.020 -0.076 0.028



Molecular formula: C12H16O2P
Method: DFT, ωB97M-V/def2-TZVPD

Structure (XYZ):
```
31
Properties=species:S:1:pos:R:3:forces:R:3
C -2.95068 -2.84316 -0.06679 0.9 1.8 -0.5
C -1.59257 -3.06006 0.17987 -1.2 0.2 -0.5
C -3.41808 -1.58367 -0.57562 -0.2 -1.3 0.7
C -0.74130 -2.03148 -0.19643 -0.5 -0.2 0.3
C -2.54893 -0.54954 -0.79444 0.9 0.9 0.2
C -1.18012 -0.81365 -0.65341 0.1 0.5 -0.9
C 4.85354 0.27439 -0.59023 -0.3 1.6 0.9
C 1.14098 2.44600 0.15577 1.8 1.3 0.1
C -1.34116 2.21409 0.45670 0.4 0.5 -0.7
C 0.22687 0.61562 1.50013 2.0 1.4 -0.7
C 4.22871 -0.82617 -0.79257 2.8 -3.3 -0.3
C -0.03254 1.48828 0.30279 0.5 0.5 -1.2
O 5.28290 1.31532 -0.28046 0.5 -0.2 -0.3
O 1.41975 -0.25531 -1.38091 1.7 -1.1 0.4
P 0.07576 0.39273 -1.36450 -2.6 1.8 0.6
H -3.60664 -3.61986 0.17353 -1.3 -1.0 0.1
H -1.29241 -4.03971 0.57497 0.2 0.6 -0.1
H -4.46646 -1.43446 -0.79227 -0.2 -0.1 0.2
H 0.29554 -2.07754 -0.08410 1.7 -0.5 0.1
H -2.81504 0.52732 -0.98689 -0.2 -1.5 -0.4
H 1.60809 2.93054 1.08391 -1.0 -1.0 -0.4
H 1.94733 1.79332 -0.24434 0.0 0.8 0.0
H 1.02580 3.38692 -0.47287 -0.3 -1.5 0.1
H -1.85582 2.51098 -0.44899 0.5 0.5 -0.8
H -1.20490 3.09499 1.08008 -0.3 0.1 0.3
H -2.05015 1.53654 0.81590 -1.2 -0.9 1.5
H 1.23325 0.18956 1.36807 -0.2 0.0 0.4
H 0.14682 1.21545 2.38459 0.3 0.4 0.9
H -0.46393 -0.13283 1.57529 -1.8 -2.1 0.2
H 3.22709 -0.87826 -1.06463 -2.0 0.3 -0.4
H 4.84832 -1.78636 -0.86217 -0.9 1.6 0.2
```
Positions in Å, forces in eV/Å.

Summary:
Lowest unoccupied orbital energy in Ha: 0.1252
Energy in eV: -26086.979
Molecular weight in g mol⁻¹: 223.2
Relative energy (zero: lowest compared OMol25 entry of this formula, charge and spin) in eV: 0.000
Charge: -1
Highest occupied orbital energy in eV: -3.1

Here are the Löwdin charges for atoms 1 to 6, given in e: -0.110 -0.095 -0.106 -0.131 -0.136 -0.379



Molecular formula: C3H5N2S2
Method: DFT, ωB97M-V/def2-TZVPD

Structure (XYZ):
```
12
Properties=species:S:1:pos:R:3:forces:R:3
C -0.51600 1.11977 0.00322 -0.1 0.0 -1.0
C 1.51770 -0.02175 -0.04370 4.2 1.5 0.2
C 0.66515 -1.11792 -0.05589 -4.3 -2.7 -0.1
N -1.08446 -0.02020 0.18538 2.0 -1.6 -0.1
N 0.83092 1.14778 -0.16770 -0.6 1.9 0.8
S 3.17926 -0.18587 -0.06906 -2.1 0.0 0.2
S -2.72143 -0.42012 -0.15567 -0.3 -0.5 1.0
H -0.94807 2.10010 -0.20417 -0.7 -0.3 0.5
H 0.46421 -1.54436 -1.04406 -0.1 0.4 -0.1
H 0.53830 -1.97438 0.63957 0.6 1.2 0.2
H 1.23609 2.09726 -0.07692 0.4 -1.2 -0.3
H -3.16166 -1.18031 0.98899 1.2 1.2 -1.2
```
Positions in Å, forces in eV/Å.

Summary:
Lowest unoccupied orbital energy in Ha: -0.1983
Energy in eV: -27832.795
Molecular weight in g mol⁻¹: 133.2
Relative energy (zero: lowest compared OMol25 entry of this formula, charge and spin) in eV: 2.819
Charge: +1
Highest occupied orbital energy in eV: -13.3

Here are the Löwdin charges for atoms 1 to 6, given in e: -0.183 -0.851 0.099 -0.367 0.065 0.831



Molecular formula: C9H15NOS
Method: DFT, ωB97M-V/def2-TZVPD

Structure (XYZ):
```
27
Properties=species:S:1:pos:R:3:forces:R:3
C 0.34866 3.42616 -0.49915 0.3 2.5 0.5
C 0.09777 2.46247 -1.32977 -0.5 -2.6 -0.6
C -0.55270 -2.37858 -0.54729 0.8 0.8 -0.6
C 0.24021 0.05272 -0.00960 -1.9 -1.0 0.6
C 1.30289 4.53414 -0.82478 -0.3 -0.9 2.3
C 0.78615 -3.09017 -0.64179 0.1 -0.2 0.1
C -0.16118 -2.16624 1.84916 4.7 -2.3 -0.5
C -2.39105 -1.26657 0.94716 -2.2 -0.6 0.5
C -1.00306 -1.79341 0.73472 1.5 2.3 -0.4
N 1.42267 0.11466 0.31090 1.8 1.7 -1.3
O -1.09744 -2.10524 -1.58595 -1.4 -0.2 -1.0
S -0.92985 1.07365 -0.80467 0.0 0.2 -0.4
H -0.29425 3.69865 0.32710 0.1 -1.0 0.6
H 0.55529 2.32696 -2.31521 0.2 0.2 0.5
H 1.93559 4.80699 0.06281 0.0 -0.6 -1.2
H 1.71451 4.31076 -1.75226 1.7 -0.2 -1.3
H 0.70425 5.36516 -0.96732 -1.2 2.1 -0.3
H 0.79504 -3.97652 -0.03351 0.3 -0.2 0.8
H 1.62903 -2.40133 -0.36216 -0.8 -0.8 -0.3
H 0.85305 -3.52968 -1.63988 0.2 0.7 -0.1
H -0.54318 -2.04863 2.79752 -1.3 0.0 2.0
H 0.81543 -1.55021 1.89674 -1.2 -0.7 -0.3
H 0.33813 -3.28798 1.71754 -1.7 2.7 0.6
H -2.54185 -0.14521 0.96218 0.5 -1.3 0.5
H -3.05610 -1.81553 1.77114 2.0 1.3 -1.1
H -2.96477 -1.57381 0.08944 -0.2 0.1 -0.8
H 1.99675 0.95680 -0.15307 -1.6 -2.1 1.4
```
Positions in Å, forces in eV/Å.

Summary:
Lowest unoccupied orbital energy in Ha: -0.0071
Energy in eV: -23944.267
Molecular weight in g mol⁻¹: 185.3
Relative energy (zero: lowest compared OMol25 entry of this formula, charge and spin) in eV: 3.890
Highest occupied orbital energy in eV: -8.1

Here are the Löwdin charges for atoms 1 to 6, given in e: -0.245 -0.434 -0.493 -0.551 -0.083 -0.030